Record 1
Molecular formula: C11H20BFI2O4S
Method: DFT, ωB97M-V with the def2-TZVPD basis set

HOMO level = -8.89 eV

```
40
Properties=species:S:1:pos:R:3:forces:R:3
H -3.26792 0.47825 3.66123 0.1 0.0 0.0
B -0.33330 3.80149 -1.98884 0.0 0.3 0.0
O -1.61269 1.08693 2.53970 -0.1 -0.2 -0.5
H 2.18673 3.76233 -2.53554 -1.2 0.4 0.6
C -0.32056 2.23308 -2.32062 -0.8 -0.6 -2.1
H -0.15044 2.23780 -5.79271 -0.7 0.4 1.1
H 3.18779 -5.24620 -0.33236 -0.1 0.0 0.0
C -2.90473 1.34429 3.10450 -0.1 0.2 0.2
H -0.23160 1.01945 5.19600 0.0 -0.1 0.0
H -1.76371 0.13180 5.01658 0.0 0.2 0.0
H -3.89595 2.82918 4.31468 0.0 0.0 0.0
H 2.26560 -6.26016 -1.46553 0.3 0.1 0.0
H 1.15230 -1.73158 0.66635 0.1 0.0 0.0
C 1.91699 -2.16614 0.01949 0.2 -0.1 0.1
O 0.38285 0.15012 2.58536 -0.4 0.1 -0.2
H -2.21566 2.52919 4.78648 -0.1 -0.1 0.0
F -1.48690 4.55067 -1.76517 2.2 -1.4 -0.3
H -1.78605 2.72550 -5.10083 1.3 0.0 0.1
C -2.89563 2.61057 3.93717 0.2 0.1 0.1
C -0.67277 2.68383 -4.89218 -0.3 -0.6 -0.1
H 2.36496 -3.01608 0.53733 -0.1 0.0 0.0
S 1.32083 4.66972 -1.93093 -0.4 -0.4 -0.4
C -0.47931 1.78752 -3.62482 0.4 0.4 1.8
C 2.76219 -4.33999 -2.20873 0.4 -0.3 0.0
H -2.55274 3.45621 3.33714 -0.1 -0.1 0.0
H 2.71223 -1.43207 -0.12818 -0.1 0.0 0.0
C 1.32078 -2.56844 -1.31252 0.1 0.1 0.4
C 2.38596 -5.25035 -1.07232 -0.6 -0.3 0.1
I -0.51020 -0.38149 -3.94863 -0.1 1.4 -0.4
H 0.90268 -1.68231 -1.78983 0.2 -0.2 -0.2
H 1.44530 -4.99285 -0.59122 0.1 0.1 0.1
H 0.50003 -3.28192 -1.20863 0.1 -0.1 0.0
H -0.25380 -0.73338 4.89663 0.2 0.2 -0.1
H -3.58294 1.47512 2.25997 0.2 -0.1 -0.1
O 2.32737 -3.07000 -2.20284 -0.1 0.2 -0.5
O 3.50104 -4.71690 -3.08301 -0.3 0.3 0.1
C -0.62066 0.45557 3.18351 0.4 0.1 0.2
I -0.07183 0.90334 -0.61734 -0.2 1.4 -0.8
H -0.28712 3.73351 -4.79160 -0.3 -1.0 0.3
C -0.73913 0.21440 4.66222 -0.3 -0.5 0.2
```
Positions in Å, forces in eV/Å.



Record 2
Molecular formula: C37H66BrO8PS
Method: DFT, ωB97M-V with the def2-TZVPD basis set

HOMO level = -8.84 eV
SMILES = COCCCCCCCCCCCC[C@H]1[C@H](P(O)Br)C[C@H](Cc2ccc(C)cc2)OS1(=O)=O.C1CCOC1.C1CCOC1.C1CCOC1

```
114
Properties=species:S:1:pos:R:3:forces:R:3
C 6.86411 0.06117 4.63982 0.0 -0.1 -0.1
H 4.59875 1.07037 2.57165 -0.1 -0.1 0.0
H 6.17781 -0.78354 4.73743 -0.1 0.0 0.0
H 7.67514 -0.06939 5.35416 0.0 0.0 0.0
O 4.69626 -0.08655 -2.05963 0.2 -0.1 -0.2
C -1.22069 1.43247 0.33507 -0.4 -0.1 0.0
H -8.60988 2.21404 -1.98894 0.0 0.0 0.0
H 4.70144 -1.45134 -3.60569 0.0 0.0 0.0
H -7.63656 0.26218 -0.34240 0.0 0.0 0.0
H -2.54619 1.30363 3.12276 -0.1 0.1 0.0
C -3.50203 -0.54923 3.79443 -0.1 0.3 -0.6
H -2.04174 2.22099 -5.13784 0.0 0.0 0.0
H 7.17240 -0.11569 -3.43166 0.0 0.0 0.0
H 7.41258 1.12501 1.60496 0.1 -0.2 0.0
H 1.24720 3.71182 -0.08475 0.0 0.1 0.0
O -6.39229 -1.54403 1.77255 0.1 0.3 0.1
C -7.95713 1.37417 -2.22336 0.0 -0.1 0.0
H -1.63253 -0.13382 2.79688 0.0 0.0 0.1
C -4.04439 -1.83137 3.08225 0.3 0.1 0.5
C -7.10695 0.90487 -1.04343 0.0 0.1 0.0
C 0.94204 0.38490 0.10018 -0.3 -0.5 0.1
H 5.51582 1.77319 -1.70641 0.0 0.0 0.0
H 4.81489 -1.68953 0.02163 -0.1 0.1 -0.2
H 1.21228 -4.84995 -0.24432 0.0 -0.1 0.0
C -1.77296 3.05524 -4.49231 0.0 0.1 0.1
C -0.43231 0.29960 0.26467 0.3 -0.5 -0.1
C 6.49560 0.73725 -3.34874 0.0 -0.1 0.0
C 4.20789 -1.44458 0.89343 0.2 0.0 0.5
C 0.12731 -3.30451 0.76203 -0.1 -0.2 -0.1
H -8.57588 0.55223 -2.58965 0.0 0.0 0.0
C -3.14179 0.20047 1.37050 0.3 -0.1 -0.4
H -2.81819 -0.92890 4.55682 -0.1 0.0 0.1
C 2.56719 -3.21245 0.11492 0.2 -0.3 0.5
O 0.03967 4.00543 -3.31182 0.0 0.0 0.0
C 0.78460 2.74010 0.02526 -0.1 0.2 0.0
H -3.04339 2.29616 1.01698 -0.1 0.1 -0.1
H -1.72289 -5.81464 1.82587 -0.1 -0.1 0.2
C 3.36131 -2.64516 1.29660 0.0 0.1 -0.5
H -1.95033 -3.34986 0.32317 -0.2 -0.1 -0.1
C -0.49247 5.01685 -4.16696 -0.1 0.0 0.0
H 0.16539 -2.81345 1.73951 0.0 0.2 -0.1
C -1.19913 -4.07042 0.65204 0.3 0.1 0.2
C 4.42820 -0.40575 -3.42656 0.1 -0.1 -0.1
C -5.97491 0.18029 -1.75546 0.0 -0.1 -0.1
H -6.54821 2.76300 -3.12364 0.0 0.0 0.0
H 6.08835 -1.48947 1.96714 0.1 0.0 0.1
H -5.03954 0.20654 -1.20010 0.0 0.0 0.0
C 5.36517 0.54695 1.99833 0.6 0.0 0.0
H -2.74293 -0.69120 0.88748 -0.1 0.0 0.0
C -1.28208 4.28910 -5.24830 0.0 0.0 0.0
H -3.71030 -4.27465 1.49763 -0.2 0.1 0.1
C -2.71982 1.37795 0.51987 -0.2 0.2 0.3
H -1.14316 5.67349 -3.57849 0.0 0.0 0.0
H 1.52437 -0.52921 0.06655 -0.1 0.1 0.0
C -0.57643 2.74799 -3.60254 0.1 0.0 0.0
C 1.57573 1.60678 -0.01217 0.4 0.3 0.0
H -1.10961 -4.81183 -0.14270 -0.1 0.0 -0.1
S -4.98499 -1.46822 1.57067 -0.3 -0.4 -0.2
H -3.47601 -4.73827 3.19136 -0.1 0.0 0.0
C 5.13454 -0.96596 2.02638 -0.2 -0.1 -0.1
C -2.83486 -2.71921 2.76330 -0.1 -0.2 0.3
H -4.72604 -2.36028 3.75079 -0.2 -0.1 -0.2
H -2.21743 -2.22294 2.01884 0.0 0.0 -0.1
O 7.42202 0.11098 3.34324 0.1 0.1 0.1
H 5.26157 0.88473 0.96391 0.2 0.1 0.2
O -4.43593 -2.25206 0.50122 0.2 0.1 0.0
H -0.84085 2.26349 -2.66134 0.0 0.0 0.0
C -3.05574 -4.17065 2.35850 0.4 -0.2 0.0
C 1.40767 -4.11962 0.54385 -0.2 0.3 -0.2
H 6.68525 1.98266 2.95150 0.0 0.1 0.0
H 4.01817 -3.43359 1.67161 -0.1 0.0 0.3
O -6.10861 0.19457 3.94093 0.0 0.2 0.0
H 0.32973 5.61340 -4.56433 0.0 0.0 0.0
H 2.18169 -2.38182 -0.47997 0.0 -0.1 -0.2
H -0.96517 -4.52433 2.75921 0.0 -0.1 0.1
H 3.55647 -0.61339 0.61331 0.1 -0.6 -0.1
H -6.23074 -0.86650 -1.94636 0.0 0.0 0.0
H 4.68192 -1.24435 2.98099 0.1 0.0 0.1
H 1.67481 -4.66039 1.45386 0.0 -0.2 0.0
C -1.68382 -4.73464 1.96223 0.0 0.1 -0.4
C 6.76352 0.99997 2.47122 -0.3 0.1 -0.1
O -5.79299 0.84679 -3.01075 0.0 0.0 0.0
P -4.78007 0.32992 4.86219 0.2 -0.3 0.2
H -3.22842 1.32982 -0.44471 0.0 -0.1 0.0
C 5.28507 0.53875 -4.25952 0.0 0.1 0.0
O -4.58877 0.04820 1.32709 -0.1 0.2 0.3
H 4.76688 1.48828 -4.40933 0.0 0.0 0.0
H 3.25807 -3.78155 -0.51057 0.0 0.1 -0.1
H -2.08436 4.89692 -5.66380 0.0 0.0 0.0
H 6.32484 0.98077 4.88012 0.0 0.1 0.0
C -0.59047 2.64738 0.20002 0.4 0.8 0.0
H -6.55332 1.04156 3.82178 -0.2 -0.1 -0.1
H 7.06149 1.64294 -3.56049 0.0 0.0 0.0
C 5.84226 0.76124 -1.97304 0.0 0.0 0.0
H -2.64388 3.30870 -3.88398 0.0 0.0 0.0
Br -4.31035 2.51566 4.54759 0.0 0.0 0.0
H 0.14931 2.11126 -4.12173 0.0 0.0 0.0
H -1.16074 3.56846 0.22609 -0.1 0.0 0.0
C -6.88902 1.72870 -3.25087 0.0 0.0 0.0
H 3.35965 -0.29179 -3.61253 0.0 0.0 0.0
H 3.54368 1.03242 0.57449 -0.3 0.6 -0.3
H -2.22690 -2.74871 3.67340 0.0 0.1 0.0
C 3.06973 1.66574 -0.17604 -0.4 -0.1 -0.1
H -7.22616 1.60223 -4.28065 0.0 0.0 0.0
H -0.86555 -0.69061 0.32908 -0.1 0.0 0.0
H -6.71866 1.76471 -0.49130 0.0 0.0 0.0
H 0.12167 -2.52922 -0.00823 0.0 0.1 0.1
H -0.62086 3.99172 -6.06511 0.0 0.0 0.0
H 3.35438 1.24672 -1.14338 0.0 0.1 0.1
H 6.49727 0.39042 -1.18212 0.0 0.0 0.0
C -2.64668 0.27022 2.80916 0.1 -0.2 -0.1
H 2.67676 -2.33223 2.08980 0.0 -0.1 0.1
H 5.53375 0.12821 -5.23675 0.0 0.0 0.0
H 3.45043 2.67914 -0.08551 0.0 0.1 0.0
```
Positions in Å, forces in eV/Å.



Record 3
Molecular formula: C4H9ClN2
Method: DFT, ωB97M-V with the def2-TZVPD basis set

Energy above the lowest of the compared OMol25 structures with the same formula, charge and spin = 3.142 eV
HOMO level (spin up / spin down) = -7.42 / -7.42 eV

```
16
Properties=species:S:1:pos:R:3:forces:R:3
H -0.26195 -0.91719 0.61534 1.1 0.7 0.3
C 0.11758 0.17570 0.44793 2.3 -3.1 1.4
H 1.95743 0.51074 -1.30710 -0.7 -0.2 -1.6
N -2.17585 -1.56013 -0.05377 0.1 1.2 -3.8
H -2.38656 -1.77154 0.89482 -0.1 -0.2 0.4
Cl -3.73754 0.78238 0.08199 0.9 -1.5 -0.2
H 3.04967 -0.30600 -0.15793 0.3 0.6 -1.2
H 1.44758 1.70652 0.89124 -0.7 2.8 1.3
C 1.52407 0.69796 0.78399 0.1 -2.6 -0.3
C 2.51181 0.62758 -0.43405 0.4 -2.1 3.1
H -2.32429 0.03169 -1.59424 0.2 -0.8 -1.0
H 1.85557 0.16209 1.71239 0.2 0.7 -0.9
H 3.18022 1.47369 -0.48542 0.1 0.1 0.1
H -1.61090 -2.19884 -0.69270 -1.3 1.2 1.8
N -0.65752 0.89713 -0.09217 -4.9 2.2 -2.8
C -2.48934 -0.31176 -0.61033 2.0 1.1 3.5
```
Positions in Å, forces in eV/Å.



Record 4
Molecular formula: C4H10N2O
Method: DFT, ωB97M-V with the def2-TZVPD basis set

Energy above the lowest of the compared OMol25 structures with the same formula, charge and spin = 3.039 eV
HOMO level = -9.18 eV
SMILES = NCCCNC=O

```
17
Properties=species:S:1:pos:R:3:forces:R:3
H -1.70957 1.21424 1.82187 -1.3 0.8 0.7
H 0.70081 -0.39445 1.76325 -1.0 0.9 1.6
N -0.94310 0.76287 1.41651 0.2 0.4 -0.7
C -0.88413 0.89676 -0.08040 1.0 -0.3 1.0
H 1.29531 0.97492 0.03979 0.5 1.0 0.9
H -1.29753 1.88699 -0.45252 0.8 -0.9 1.0
C 0.54072 0.63912 -0.62409 0.3 -1.3 -0.7
H -0.27951 -1.48073 -2.68179 1.7 0.6 1.8
H 1.65943 -1.28434 0.02288 -2.7 -0.4 -1.4
O -0.32938 0.20676 3.59036 0.6 0.1 -3.6
C 1.05594 -0.90704 -0.93937 2.0 3.3 0.2
N 0.08271 -1.59683 -1.69184 -3.7 -2.5 1.2
C -0.13986 0.19197 2.34506 0.8 -1.2 0.7
H -1.58016 0.18068 -0.47640 -0.3 -0.5 -0.4
H 0.58496 1.28865 -1.49953 0.4 -0.5 -0.4
H -0.80067 -1.70373 -1.08271 1.9 0.0 -1.5
H 2.04401 -0.87585 -1.47109 -1.1 0.7 -0.5
```
Positions in Å, forces in eV/Å.



Strongest force on any atom values, unit hartree/bohr, following the record order: 0.05160, 0.01732, 0.11780, 0.09002.